This record from the Open Molecules 2025 dataset describes a cluster of 3 separate species, C20H32F10NO7PS in total in a non-equilibrium geometry. The level of theory is wB97M-V/def2-TZVPD.

Last column: Mulliken charge in e.
Element x y z (Å)
S (-0.88, -4.06, -2.43)  -0.37
P (-0.42, -2.80, -0.99)  0.15
F (0.06, 3.72, 2.81)  -0.32
F (-1.32, 1.69, 3.43)  -0.25
F (-0.67, -5.41, -5.24)  -0.23
F (0.12, -6.28, -7.07)  -0.25
F (9.04, 3.10, -0.40)  -0.24
F (1.02, 2.69, 0.86)  -0.22
F (8.06, 2.97, -2.34)  -0.24
F (7.69, 1.44, -0.84)  -0.24
F (0.04, 0.44, 1.92)  -0.30
F (0.58, -4.21, -6.56)  -0.26
O (6.34, 3.15, 0.79)  -0.30
O (-5.21, 0.97, 2.48)  -0.36
O (-1.18, -0.06, -0.76)  -0.34
O (2.68, -6.26, -6.16)  -0.32
O (1.81, -5.95, -4.06)  -0.50
O (-3.33, 2.29, 1.55)  -0.42
O (6.17, 4.56, -1.01)  -0.51
N (-4.58, 2.31, -2.28)  -0.58
C (6.70, 3.60, -0.45)  0.36
C (-0.97, 1.53, 1.97)  0.74
C (-2.38, 1.20, 1.21)  -0.14
C (-1.78, -1.41, -0.96)  -0.40
C (-4.04, 0.89, 6.31)  -0.61
C (1.69, -5.92, -5.28)  0.37
C (0.44, -5.46, -6.03)  0.84
C (-2.66, 1.80, 6.57)  -0.69
C (5.29, 3.87, 1.45)  -0.38
C (3.87, -8.12, -5.15)  -1.09
C (-4.22, 0.44, 4.74)  -0.21
C (-0.28, 2.97, 1.54)  0.22
C (-4.73, 1.87, 1.41)  -0.22
C (-2.13, 2.19, -1.36)  -0.64
C (3.93, -6.66, -5.58)  -0.19
C (-5.04, 1.56, 3.82)  -0.29
C (-2.26, 0.87, -0.39)  -0.22
C (-3.58, 2.98, -1.59)  -0.15
C (3.93, 3.41, 0.94)  -0.88
C (7.86, 2.79, -1.01)  0.84
H (4.20, -6.00, -4.74)  0.31
H (-0.44, -3.57, 0.25)  0.10
H (3.81, 3.64, -0.12)  0.31
H (3.13, 3.90, 1.49)  0.29
H (-3.20, 0.15, 4.24)  -0.01
H (5.42, 4.95, 1.33)  0.32
H (-3.28, 0.33, -0.70)  0.58
H (-5.00, 1.40, 0.36)  0.19
H (-1.77, 1.00, 6.55)  0.22
H (-5.39, 2.86, 1.50)  0.28
H (4.85, -8.45, -4.78)  0.36
H (-2.58, 2.57, 5.67)  0.12
H (0.91, -2.28, -1.23)  0.11
H (3.58, -8.75, -5.99)  0.30
H (4.70, -6.54, -6.35)  0.31
H (-6.14, 1.69, 4.28)  0.33
H (-4.53, 2.62, 3.84)  0.25
H (-1.25, 2.92, -1.09)  0.20
H (-1.86, 1.77, -2.45)  0.34
H (3.13, -8.27, -4.36)  0.31
H (-3.80, 4.08, -1.23)  0.31
H (-4.88, -0.55, 4.75)  0.28
H (-2.72, 2.33, 7.62)  0.31
H (-2.49, -1.66, -0.06)  0.25
H (5.37, 3.65, 2.52)  0.34
H (-4.24, 1.35, -2.57)  0.31
H (-3.86, -0.10, 6.94)  0.28
H (-0.99, 3.68, 0.94)  0.18
H (3.83, 2.33, 1.04)  0.31
H (-2.33, -1.39, -2.00)  0.36
H (-2.83, 0.22, 1.72)  0.36
H (-5.00, 1.42, 6.74)  0.30

total energy = -84371.919 eV
E_HOMO = -0.3189 hartree
orbital gap = 8.83 eV
SMILES = [H]/N=C\C[C@@H](OC[PH2]=S)[C@H](OCOCCCC)C(F)(F)C(F)F.CCOC(=O)C(F)(F)F.CCOC(=O)C(F)(F)F
multiplicity = 1
lowest unoccupied orbital energy = 0.2 eV
net charge = 0

=====

This record from the Open Molecules 2025 dataset describes a structure of composition C20H32FIrN4OSi2 in a non-equilibrium geometry. The level of theory is wB97M-V/def2-TZVPD.

Last column: Mulliken spin population.
Element x y z (Å)
Ir (0.37, 0.06, -0.22)  2.27
Si (0.41, 0.68, 3.21)  -0.01
Si (-1.37, -2.36, -1.92)  0.02
F (4.23, -4.95, 0.74)  0.00
O (-1.04, 1.90, -0.84)  0.08
N (-0.16, -0.34, 1.92)  0.40
N (-2.92, 0.73, -0.35)  0.00
N (-1.05, -1.72, -0.34)  0.33
N (-3.05, 2.80, -1.31)  0.01
C (-1.18, -1.99, 3.33)  0.02
C (1.68, -0.15, 4.39)  0.01
C (3.75, -3.43, -1.00)  -0.02
C (2.90, -1.21, -0.46)  -0.11
C (-1.85, -3.17, 3.49)  0.06
C (-2.27, 1.80, -0.83)  0.01
C (1.27, 2.19, 2.43)  0.02
C (-2.00, -3.41, 1.11)  -0.03
C (-2.34, -4.01, -2.15)  0.00
C (3.32, -2.18, -1.40)  0.08
C (-2.25, -3.90, 2.37)  0.09
C (2.46, 0.13, -0.81)  0.31
C (2.97, -1.57, 0.90)  0.06
C (0.27, -2.58, -2.85)  0.02
C (-0.86, -1.47, 2.06)  0.16
C (3.39, -2.81, 1.31)  -0.03
C (-1.30, -2.21, 0.89)  0.19
C (3.79, -3.73, 0.35)  0.06
C (-1.00, 1.38, 4.32)  0.01
C (-2.39, -1.07, -2.91)  0.01
H (-2.77, -4.84, 2.49)  0.01
H (2.15, 1.91, 1.86)  0.00
H (-1.81, -4.85, -1.72)  0.00
H (2.64, 0.40, -1.85)  0.01
H (4.09, -4.16, -1.71)  0.00
H (-2.06, -3.55, 4.48)  0.01
H (-0.58, 2.08, 5.03)  0.00
H (-1.74, 1.91, 3.73)  0.00
H (2.66, -0.84, 1.63)  0.00
H (-2.33, -3.96, 0.25)  -0.01
H (0.80, -1.64, -2.92)  0.00
H (2.56, -0.51, 3.86)  0.00
H (-2.63, 3.68, -1.57)  0.00
H (-2.46, -1.41, -3.94)  0.00
H (1.28, -1.00, 4.93)  0.00
H (3.45, -3.08, 2.36)  0.00
H (1.58, 2.86, 3.22)  0.00
H (0.93, -3.30, -2.38)  0.00
H (-1.90, -0.10, -2.92)  0.00
H (-3.90, 0.61, -0.54)  0.00
H (-4.05, 2.74, -1.25)  0.00
H (-3.41, -0.94, -2.54)  0.00
H (-2.45, -4.21, -3.21)  0.00
H (-2.37, -0.09, -0.15)  0.00
H (3.32, -1.93, -2.45)  0.00
H (-3.34, -3.99, -1.72)  0.00
H (0.08, -2.92, -3.87)  0.00
H (-1.52, 0.62, 4.89)  0.00
H (2.86, 0.88, -0.13)  -0.03
H (2.03, 0.57, 5.12)  0.00
H (0.60, 2.74, 1.76)  0.00
H (-0.87, -1.42, 4.20)  -0.02

total energy = -50580.051 eV
E_HOMO (alpha / beta) = -0.2421 / -0.2808 hartree
orbital gap (alpha / beta) = 6.94 / 6.05 eV
multiplicity = 5
lowest unoccupied orbital energy (alpha / beta) = 0.4 / -1.6 eV
net charge = 0

=====

This record from the Open Molecules 2025 dataset describes a structure of composition C20H32GeN5PdS. The level of theory is wB97M-V/def2-TZVPD.

Last column: natural (NBO) charge in e.
Element x y z (Å)
Pd (0.09, 0.75, -0.50)  0.55
Ge (-2.84, 0.63, -1.91)  1.59
S (-0.11, -1.53, -0.16)  -0.19
N (2.71, 2.09, -0.78)  -0.14
N (-2.02, -2.48, 1.37)  -0.57
N (2.27, 0.93, -0.71)  -0.18
N (0.43, 2.77, -0.93)  -0.45
N (-0.43, -1.30, 2.51)  -0.57
C (3.11, -1.29, -1.11)  -0.21
C (3.24, -0.07, -0.46)  0.15
C (5.09, -2.06, 0.01)  -0.18
C (-1.67, 0.83, -3.47)  -1.09
C (-4.32, 1.90, -2.05)  -1.08
C (5.21, -0.84, 0.66)  -0.21
C (4.29, 0.17, 0.42)  -0.22
C (2.04, -1.53, 2.72)  -0.63
C (1.23, 5.35, -1.52)  -0.14
C (-0.90, -1.76, 1.36)  0.39
C (-2.73, -2.96, 2.55)  -0.23
C (2.17, 4.37, -1.27)  -0.20
C (4.05, -2.28, -0.88)  -0.19
C (-2.04, -4.16, 3.21)  -0.62
C (-3.55, -1.20, -1.89)  -1.09
C (1.73, 3.09, -0.99)  0.28
C (0.84, -0.60, 2.71)  -0.21
C (-1.88, 0.94, -0.22)  -1.03
C (-0.11, 5.02, -1.48)  -0.22
C (-0.47, 3.72, -1.18)  0.08
H (-2.74, -1.92, -1.93)  0.23
H (-4.16, -1.36, -1.00)  0.22
H (0.94, 0.15, 1.92)  0.21
H (6.03, -0.67, 1.35)  0.23
H (1.95, -2.28, 3.51)  0.21
H (-2.29, 0.26, 0.53)  0.20
H (-0.88, 5.76, -1.67)  0.24
H (-5.05, 1.74, -1.26)  0.24
H (-2.33, -2.79, 0.46)  0.43
H (3.97, -3.23, -1.40)  0.23
H (-3.96, 2.93, -1.97)  0.22
H (-4.19, -1.37, -2.76)  0.24
H (-0.94, -1.52, 3.35)  0.41
H (1.54, 6.36, -1.74)  0.24
H (-2.04, 1.95, 0.17)  0.20
H (-1.51, 3.42, -1.14)  0.22
H (-1.23, 1.83, -3.52)  0.22
H (-1.03, -3.90, 3.53)  0.21
H (-0.86, 0.10, -3.44)  0.23
H (5.82, -2.84, 0.20)  0.23
H (-2.61, -4.49, 4.08)  0.23
H (-1.97, -4.99, 2.51)  0.23
H (-4.82, 1.80, -3.02)  0.24
H (3.23, 4.56, -1.29)  0.25
H (2.95, -0.95, 2.90)  0.23
H (-3.74, -3.22, 2.23)  0.23
H (-2.85, -2.14, 3.26)  0.19
H (2.15, -2.03, 1.76)  0.23
H (2.30, -1.44, -1.80)  0.23
H (-2.24, 0.68, -4.39)  0.24
H (0.75, -0.06, 3.65)  0.21
H (4.37, 1.13, 0.91)  0.23

total energy = -99535.913 eV
E_HOMO = -0.4143 hartree
orbital gap = 7.29 eV
multiplicity = 1
lowest unoccupied orbital energy = -4.0 eV
net charge = +1

=====

Please write out number 2 again, unchanged.
This record from the Open Molecules 2025 dataset describes a structure of composition C20H32FIrN4OSi2 in a non-equilibrium geometry. The level of theory is wB97M-V/def2-TZVPD.

Last column: Mulliken spin population.
Element x y z (Å)
Ir (0.37, 0.06, -0.22)  2.27
Si (0.41, 0.68, 3.21)  -0.01
Si (-1.37, -2.36, -1.92)  0.02
F (4.23, -4.95, 0.74)  0.00
O (-1.04, 1.90, -0.84)  0.08
N (-0.16, -0.34, 1.92)  0.40
N (-2.92, 0.73, -0.35)  0.00
N (-1.05, -1.72, -0.34)  0.33
N (-3.05, 2.80, -1.31)  0.01
C (-1.18, -1.99, 3.33)  0.02
C (1.68, -0.15, 4.39)  0.01
C (3.75, -3.43, -1.00)  -0.02
C (2.90, -1.21, -0.46)  -0.11
C (-1.85, -3.17, 3.49)  0.06
C (-2.27, 1.80, -0.83)  0.01
C (1.27, 2.19, 2.43)  0.02
C (-2.00, -3.41, 1.11)  -0.03
C (-2.34, -4.01, -2.15)  0.00
C (3.32, -2.18, -1.40)  0.08
C (-2.25, -3.90, 2.37)  0.09
C (2.46, 0.13, -0.81)  0.31
C (2.97, -1.57, 0.90)  0.06
C (0.27, -2.58, -2.85)  0.02
C (-0.86, -1.47, 2.06)  0.16
C (3.39, -2.81, 1.31)  -0.03
C (-1.30, -2.21, 0.89)  0.19
C (3.79, -3.73, 0.35)  0.06
C (-1.00, 1.38, 4.32)  0.01
C (-2.39, -1.07, -2.91)  0.01
H (-2.77, -4.84, 2.49)  0.01
H (2.15, 1.91, 1.86)  0.00
H (-1.81, -4.85, -1.72)  0.00
H (2.64, 0.40, -1.85)  0.01
H (4.09, -4.16, -1.71)  0.00
H (-2.06, -3.55, 4.48)  0.01
H (-0.58, 2.08, 5.03)  0.00
H (-1.74, 1.91, 3.73)  0.00
H (2.66, -0.84, 1.63)  0.00
H (-2.33, -3.96, 0.25)  -0.01
H (0.80, -1.64, -2.92)  0.00
H (2.56, -0.51, 3.86)  0.00
H (-2.63, 3.68, -1.57)  0.00
H (-2.46, -1.41, -3.94)  0.00
H (1.28, -1.00, 4.93)  0.00
H (3.45, -3.08, 2.36)  0.00
H (1.58, 2.86, 3.22)  0.00
H (0.93, -3.30, -2.38)  0.00
H (-1.90, -0.10, -2.92)  0.00
H (-3.90, 0.61, -0.54)  0.00
H (-4.05, 2.74, -1.25)  0.00
H (-3.41, -0.94, -2.54)  0.00
H (-2.45, -4.21, -3.21)  0.00
H (-2.37, -0.09, -0.15)  0.00
H (3.32, -1.93, -2.45)  0.00
H (-3.34, -3.99, -1.72)  0.00
H (0.08, -2.92, -3.87)  0.00
H (-1.52, 0.62, 4.89)  0.00
H (2.86, 0.88, -0.13)  -0.03
H (2.03, 0.57, 5.12)  0.00
H (0.60, 2.74, 1.76)  0.00
H (-0.87, -1.42, 4.20)  -0.02

total energy = -50580.051 eV
E_HOMO (alpha / beta) = -0.2421 / -0.2808 hartree
orbital gap (alpha / beta) = 6.94 / 6.05 eV
multiplicity = 5
lowest unoccupied orbital energy (alpha / beta) = 0.4 / -1.6 eV
net charge = 0

=====

Q: Look up the total energy of the third one.
A: -99535.913 eV